Below is C14H33LiN3NbO2Si as an isolated structure at a distorted geometry, with properties calculated with ωB97M-V/def2-TZVPD.

The calculation puts the strongest force on any atom at 4.72 eV Å⁻¹. Its charge is +2. The HOMO energy (alpha / beta) is -15.93 / -15.93 eV. The value obtained for the HOMO-LUMO gap (alpha / beta) is 7.50 / 7.50 eV.

Cartesian coordinates (Å):
Li: 0.91358 -2.12249 1.73595
C: -0.34631 3.31416 -1.97038
C: 1.97836 -0.04396 4.42162
H: 2.79322 0.22668 5.11708
H: 4.16183 -0.74818 1.17249
C: -1.62412 -1.64118 1.18779
H: 3.57237 2.45442 3.07067
N: -1.07879 1.45139 -0.65544
Si: 2.44292 0.27616 2.66313
H: -0.25285 -4.41517 0.11568
N: -0.65800 -1.74259 0.02208
H: -3.50542 2.07712 -1.63288
H: 3.12317 2.30338 1.36545
H: -1.26061 3.15473 0.69796
Nb: 0.14832 0.08735 0.06175
H: 0.99485 -3.06312 -1.76298
H: -0.37191 3.97727 -1.08748
H: -2.80953 3.63879 -1.00487
H: 0.08341 -1.78353 -2.64292
H: -1.02304 1.53662 1.49757
H: -1.36519 -4.88681 -1.19944
H: -1.65636 1.94806 -3.95082
O: 1.20869 -0.26169 1.67257
H: -0.54882 3.91369 -2.86897
C: -1.52166 2.07363 0.63973
C: -1.37690 2.20186 -1.88124
H: -3.17194 -2.41703 -0.83383
C: 1.97868 0.53676 -2.43876
H: 3.68323 -1.86774 2.51454
H: 1.68242 -1.07581 4.65634
C: 3.91046 -0.81585 2.25073
H: 1.86839 2.61747 2.61217
H: -2.62090 1.97189 0.77949
H: -2.69213 -3.05571 -2.41557
H: -2.93391 3.34187 -2.77129
H: -2.68927 -1.61891 0.88245
C: -1.17437 -4.13928 -0.41037
C: -2.39225 -2.36963 -1.60610
H: -0.31531 -3.51504 -2.92379
H: -2.00540 -4.14826 0.30587
C: -1.02076 -2.75253 -1.04370
H: -2.10662 0.53702 -2.97876
C: 2.79255 2.06173 2.39042
H: 0.64932 2.86911 -2.04482
C: 0.01279 -2.77323 -2.16563
C: -2.75495 2.86314 -1.79247
H: -1.42040 -0.66396 1.72497
H: 1.13254 0.62480 4.61603
O: 2.56743 0.90316 -3.40539
H: -2.37719 -1.36263 -2.03623
H: -0.35992 0.91113 -3.26568
H: -1.44287 -2.47874 1.88415
N: 1.38884 0.19966 -1.43264
C: -1.35380 1.31967 -3.10062
H: 4.75472 -0.46071 2.86928